{"formula": "C40H36BIIrN8OS", "method": "ωB97M-V/def2-TZVPD", "symbols": ["N", "H", "C", "B", "H", "C", "H", "H", "H", "C", "C", "H", "C", "H", "H", "H", "C", "C", "H", "H", "C", "H", "H", "C", "C", "H", "C", "H", "H", "C", "C", "C", "H", "C", "H", "H", "C", "N", "C", "N", "H", "H", "Ir", "C", "C", "N", "C", "C", "C", "C", "C", "H", "H", "H", "C", "C", "N", "H", "C", "H", "C", "C", "H", "N", "C", "C", "C", "C", "H", "C", "H", "C", "I", "S", "H", "N", "H", "O", "N", "H", "H", "C", "C", "C", "C", "H", "H", "H", "C"], "positions_angstrom": [[-1.02877, 1.10711, -2.56626], [4.13514, -0.86795, -0.66210], [-0.52303, -2.81661, -1.32057], [-2.24577, 0.20062, -2.30999], [-3.16959, -1.88723, -4.53377], [-2.30570, 1.95870, 2.31219], [-4.93475, 2.09151, 1.06276], [5.44697, 3.98115, -0.21690], [-0.84355, 4.71343, 3.63565], [0.91381, 2.01938, -2.23260], [3.30641, 3.98316, -0.09527], [-1.11388, 2.31524, -5.69917], [2.12181, 3.46117, -0.59911], [-2.55512, 2.20580, -4.68347], [-1.10351, 3.37486, 5.69609], [3.40347, 1.37569, -2.93407], [4.01906, -0.18854, 0.16700], [2.39146, 1.03287, 1.38950], [-5.41759, -0.02367, -2.03304], [3.07101, -5.65614, 1.43638], [-0.70666, 1.72785, -3.71099], [2.19299, -2.64361, -1.48374], [1.77832, -1.34753, 1.69936], [0.07106, -4.52065, 0.35860], [-4.11821, 1.62226, 0.54179], [0.64750, -6.02179, 1.77582], [-1.46238, -3.41832, -2.16029], [3.84350, -3.98689, -0.20766], [5.51389, 2.31044, -2.04232], [-4.12364, 1.08576, -0.73119], [2.34993, -5.06461, 0.88671], [-0.10998, -3.03540, 3.87628], [-6.14749, 1.39605, -1.27668], [-2.23452, -2.38836, -2.66872], [-2.22684, -3.26226, 3.60055], [-1.54340, -4.46884, -2.38037], [1.03153, -2.50756, 3.30269], [-1.77477, -1.24795, -2.13782], [-5.23551, 1.00580, -1.72240], [-0.72045, -1.48994, -1.32128], [3.27304, 4.72982, 0.68809], [2.01709, -2.69753, 3.70158], [-0.13816, 0.06427, 0.00720], [3.38416, 2.10117, -2.12943], [-2.47788, 1.22022, 3.47815], [-0.27285, -1.40929, 1.59940], [2.78274, -4.11700, -0.03223], [-1.29300, 3.73027, 3.59011], [3.42514, 1.51940, 2.20955], [0.52504, 2.31926, -3.53854], [0.90271, -1.72475, 2.18041], [5.50994, 1.53071, 2.63699], [-3.59301, -3.47327, -3.88193], [-1.61041, 3.80039, 1.46521], [0.99145, -5.27169, 1.07495], [4.56408, 2.62596, -1.62906], [-0.03633, 1.27831, -1.64777], [-0.06448, -3.64831, 4.76644], [4.52583, 3.56448, -0.60460], [-5.01336, 1.58739, -2.61708], [0.49922, -3.54979, -0.54397], [-3.38404, -2.43910, -3.61824], [-4.28297, -2.01009, -3.17464], [-2.08103, 0.84734, 0.08316], [-1.31440, -2.80920, 3.24291], [5.03421, 0.28137, 0.94461], [4.72500, 1.14933, 1.99784], [-1.43951, 2.97800, 4.74681], [-3.02352, 0.29218, -3.20808], [-1.59365, 1.74422, -4.90765], [1.17072, 3.80417, -0.22307], [-2.81479, 1.46533, 1.01286], [-3.16961, -2.08885, 1.07917], [0.75666, 1.51664, 1.60620], [6.04917, -0.02078, 0.73456], [2.73726, 0.17460, 0.40971], [-0.99254, -4.67737, 0.50289], [1.80233, -0.45118, -0.35822], [-2.88961, 0.61781, -0.97871], [-2.95257, 0.24709, 3.42852], [-1.78427, 0.73630, -5.27764], [-2.03404, 1.72492, 4.69148], [-1.35789, -2.01561, 2.10118], [-1.72418, 3.22227, 2.37468], [1.86316, -3.36569, -0.75040], [1.06345, 2.92854, -4.24418], [-2.16221, 1.14480, 5.59599], [3.14805, 2.19422, 3.00726], [2.15715, 2.50371, -1.60407]], "multiplicity": 1, "energy_ha": -2884.2256, "homo_energy_ev": -10.360, "de_lowest_kcal_mol": 0.0, "total_charge": 1}

=====

{"formula": "C40H36ClN3PbSi2", "method": "ωB97M-V/def2-TZVPD", "symbols": ["C", "H", "H", "H", "H", "C", "C", "C", "C", "C", "H", "C", "C", "C", "H", "H", "H", "C", "H", "H", "C", "C", "H", "C", "C", "C", "C", "H", "H", "H", "H", "H", "Si", "H", "C", "Pb", "C", "N", "C", "H", "H", "C", "C", "H", "H", "C", "C", "H", "C", "C", "H", "Cl", "H", "H", "C", "H", "C", "C", "H", "C", "N", "C", "H", "C", "C", "C", "H", "H", "C", "C", "H", "C", "Si", "H", "H", "N", "H", "C", "H", "C", "C", "H", "C"], "positions_angstrom": [[4.09055, 3.92611, 3.14287], [-4.11204, -0.64665, 3.80839], [-6.04757, -0.74679, 5.46167], [0.72698, 0.76019, -0.34171], [5.21860, 1.59250, -4.49255], [-2.37699, -3.71692, 2.82888], [1.20174, -1.78655, -3.51426], [1.11702, -0.64968, -2.69228], [4.33830, 0.17304, -1.47049], [-2.09669, -0.40108, -1.73366], [1.02644, 3.21371, -3.37880], [-7.33960, -1.79794, 4.07496], [1.64346, 0.74748, -4.56116], [1.81521, -0.37501, -5.37629], [0.79617, -0.78266, -1.65246], [-3.06635, -2.84016, -3.94731], [2.63215, -0.64361, 1.19426], [3.33798, 2.78600, 2.78784], [0.98663, 1.22307, 2.43744], [-3.31940, -4.73912, 1.07857], [3.71333, 1.98801, 1.70076], [-2.99205, -2.25210, -3.02662], [-3.22023, -3.52234, 3.48978], [5.26204, 4.26035, 2.46860], [-3.65295, -2.62872, -1.87517], [5.00142, 0.37992, -2.69926], [-5.21086, -1.64429, 2.27641], [3.75235, 4.56996, 3.95472], [2.41716, 2.56364, 3.32434], [5.73043, -0.35175, -3.06829], [-4.34042, -3.45707, -1.79178], [-1.72609, -0.69722, -3.82685], [2.65945, 0.73412, 0.69214], [6.61881, 3.59665, 0.91198], [-7.48747, -2.32994, 2.78416], [0.21925, -0.84965, 1.40152], [3.45985, 1.09231, -0.94241], [-4.19857, -2.33235, 0.41173], [-0.21504, -3.89406, 2.03671], [2.11864, -0.24548, -6.42486], [-0.90029, 4.23280, -1.10605], [1.57896, -1.65337, -4.85267], [-2.23784, -1.07731, -2.95428], [1.75811, -2.53547, -5.46349], [-0.80420, -4.93271, 0.13330], [0.57655, 2.74326, -0.71729], [-1.09410, -4.46556, 1.07282], [0.87764, -3.87481, 1.99778], [-0.44381, 3.60702, -0.33930], [3.26159, 2.37470, -1.70522], [5.36142, 1.52864, 0.43530], [-1.04088, -0.63939, 3.54972], [-0.65598, -2.98183, 4.04023], [-8.40830, -2.82408, 2.46806], [-0.28814, 2.91874, 2.01882], [3.19558, 3.32002, -1.14345], [-0.85295, 3.71701, 1.02641], [-2.42501, -4.34417, 1.55901], [5.81860, 5.16655, 2.67954], [4.04028, 2.55357, -2.94695], [-4.07362, -1.60258, 1.45997], [-1.02024, -3.43364, 3.11869], [4.07856, 3.56786, -3.36625], [0.97092, 1.69207, 0.27463], [5.71192, 3.38531, 1.47214], [1.36992, 0.64201, -3.18510], [4.63950, -0.70991, -0.88917], [-0.31132, 3.18034, 3.09318], [-3.44875, -1.90053, -0.68503], [-6.14192, -1.16373, 4.45694], [1.72925, 1.75415, -4.98957], [4.78523, 1.52941, -3.48912], [1.39013, 2.34991, -2.36247], [0.96859, -2.77251, -3.08388], [-1.58041, 4.46360, 1.31982], [-2.59261, -0.86387, -0.57246], [-1.57894, 0.56843, -1.69129], [-6.42885, -2.23944, 1.88215], [-8.17805, -1.86810, 4.77366], [4.98902, 2.22341, 1.17725], [-5.07467, -1.08865, 3.56658], [-6.48605, -2.63843, 0.87051], [0.48350, 1.81539, 1.64497]], "multiplicity": 1, "energy_ha": -2941.3369, "homo_energy_ev": [-12.267, -12.258], "de_lowest_kcal_mol": 102.6, "total_charge": 2}